# 1
81
Properties=species:S:1:pos:R:3 method="wB97M-V/def2-TZVPD" e_lumo_ev="-7.35 / -8.67" charge=+2 spin_multiplicity=3
Mo 0.000 0.000 0.000
C -1.250 0.044 1.922
C -1.960 0.633 0.812
C -1.559 -1.587 0.298
C -0.950 -1.302 1.595
C -2.187 -0.407 -0.175
C -0.968 0.717 3.228
H -0.851 1.798 3.111
H -0.064 0.321 3.699
H -1.805 0.547 3.918
C -0.250 -2.311 2.448
H 0.297 -1.831 3.263
H 0.464 -2.881 1.845
H -0.971 -3.012 2.889
C -1.629 -2.938 -0.337
H -2.437 -3.517 0.130
H -0.688 -3.477 -0.210
H -1.835 -2.866 -1.407
C -3.054 -0.293 -1.390
H -4.093 -0.548 -1.142
H -2.723 -0.973 -2.180
H -3.057 0.723 -1.795
C -2.632 1.973 0.817
H -3.671 1.872 1.159
H -2.656 2.418 -0.181
H -2.130 2.673 1.488
C 2.066 0.760 0.304
C 1.165 1.611 0.960
C 0.769 2.983 0.454
C 0.401 2.952 -1.038
C -0.216 1.615 -1.438
C 0.518 0.564 -2.037
C 2.013 0.630 -2.258
C 2.784 1.089 -0.995
H 1.579 3.703 0.648
H 1.285 3.145 -1.655
H -0.093 3.330 1.033
H 2.979 2.167 -1.036
H 2.535 -0.009 0.908
H 1.077 1.481 2.036
H 3.760 0.597 -0.981
H 2.353 -0.370 -2.533
H -0.015 -0.110 -2.706
H 2.242 1.298 -3.103
H -0.308 3.757 -1.261
H -1.271 1.669 -1.691
P 4.311 1.500 -5.845
P 3.124 0.344 -8.537
C 5.134 2.013 -7.439
C 4.855 1.035 -8.587
H 6.213 2.058 -7.246
H 4.809 3.029 -7.703
H 4.968 1.553 -9.548
H 5.577 0.207 -8.579
C 3.263 -0.920 -9.890
H 2.266 -1.303 -10.129
H 3.870 -1.764 -9.550
H 3.710 -0.501 -10.800
C 2.263 1.684 -9.489
H 2.769 1.909 -10.436
H 2.223 2.595 -8.883
H 1.234 1.378 -9.702
C 5.836 1.127 -4.855
H 5.559 0.948 -3.811
H 6.565 1.946 -4.893
H 6.306 0.216 -5.239
C 3.926 3.178 -5.150
H 3.104 3.633 -5.710
H 4.795 3.847 -5.183
H 3.600 3.071 -4.110
O 1.225 -2.643 -1.863
C 1.778 -2.669 -0.780
C 2.844 -3.679 -0.407
C 3.224 -3.312 1.018
C 2.390 -2.129 1.238
O 2.427 -1.562 2.331
N 1.514 -1.767 0.187
H 2.469 -4.723 -0.430
H 3.736 -3.565 -1.061
H 2.923 -4.084 1.766
H 4.301 -3.053 1.142

# 2
104
Properties=species:S:1:pos:R:3 method="wB97M-V/def2-TZVPD" e_lumo_ev="-6.84 / -10.81" charge=+2 de_lowest_ev=1.110 spin_multiplicity=5
V 0.106 0.298 0.332
O -2.855 -3.040 -1.296
C -2.759 -2.286 -2.255
O -2.950 -2.472 -3.578
B -2.443 -1.282 -4.367
O -2.038 -0.355 -3.250
C -2.083 -0.936 -2.108
O -1.590 -0.526 -1.071
O -3.446 -0.820 -5.337
C -2.929 -0.842 -6.555
O -3.464 -0.519 -7.607
C -1.519 -1.414 -6.482
O -1.260 -1.591 -5.149
O -0.714 -1.600 -7.365
C 6.653 -1.104 1.160
C 5.195 -1.824 1.428
O 4.247 -0.795 1.087
C 3.054 -0.792 1.727
O 2.027 -0.303 1.235
O 3.209 -1.229 2.969
C 2.141 -1.803 3.763
H 6.783 -0.229 1.798
H 6.654 -0.677 0.157
H 7.544 -1.699 1.360
H 5.219 -2.193 2.453
H 5.128 -2.690 0.769
H 2.164 -2.890 3.683
H 1.142 -1.513 3.436
H 2.418 -1.579 4.792
C 0.083 5.384 2.102
C 1.411 4.528 1.844
O 1.709 3.632 2.829
C 0.991 2.454 2.887
O 0.311 1.938 2.035
O 1.349 1.700 3.893
C 2.169 2.140 5.014
H 0.007 6.205 1.389
H 0.261 5.943 3.020
H -0.842 4.815 2.189
H 2.340 5.093 1.762
H 1.428 3.998 0.892
H 2.479 1.318 5.659
H 1.623 2.811 5.678
H 3.009 2.809 4.829
C -4.946 3.129 0.691
C -3.918 3.757 -0.208
O -2.978 2.686 -0.414
C -1.691 2.934 -0.921
O -0.753 2.151 -0.726
O -1.658 4.217 -1.531
C -0.440 4.681 -2.087
H -5.916 3.622 0.619
H -4.608 3.099 1.726
H -5.074 2.065 0.489
H -3.466 4.625 0.271
H -4.354 4.221 -1.093
H -0.203 4.007 -2.910
H 0.384 4.585 -1.379
H -0.488 5.727 -2.391
C -3.428 -0.057 5.115
C -2.479 -0.848 4.325
O -3.152 -1.033 3.124
C -2.670 -0.658 1.924
O -1.618 -0.181 1.650
O -3.646 -0.827 0.934
C -4.751 -1.773 1.093
H -4.366 -0.607 5.201
H -3.633 0.910 4.658
H -3.022 0.210 6.091
H -2.028 -1.629 4.936
H -1.672 -0.137 4.147
H -4.413 -2.809 1.057
H -5.517 -1.471 0.379
H -5.236 -1.647 2.061
C 2.840 -5.101 -0.516
C 1.901 -4.232 -1.328
O 1.486 -3.112 -0.660
C 0.516 -3.086 0.287
O 0.065 -2.004 0.784
O -0.058 -4.308 0.513
C -1.276 -4.457 1.279
H 3.709 -4.548 -0.159
H 3.115 -6.003 -1.064
H 2.317 -5.417 0.387
H 1.008 -4.670 -1.773
H 2.562 -3.816 -2.089
H -2.086 -3.759 1.065
H -1.044 -4.265 2.326
H -1.734 -5.429 1.094
C 0.362 1.693 -5.801
C 1.366 0.843 -4.988
O 0.955 0.884 -3.660
C 1.426 0.043 -2.697
O 0.991 -0.020 -1.571
O 2.459 -0.738 -3.124
C 3.554 -1.040 -2.300
H 0.210 2.679 -5.361
H -0.636 1.259 -5.751
H 0.767 1.790 -6.808
H 2.351 1.278 -5.155
H 1.285 -0.108 -5.516
H 3.229 -1.833 -1.626
H 3.649 -0.237 -1.569
H 4.489 -1.300 -2.797

# 3
84
Properties=species:S:1:pos:R:3 method="wB97M-V/def2-TZVPD" e_lumo_ev="-8.00 / -8.71" charge=+2
N -7.154 5.640 -6.841
C -6.881 6.253 -5.692
C -6.162 5.619 -4.671
C -5.616 4.341 -4.917
C -5.919 3.718 -6.145
C -6.711 4.406 -7.071
C -4.746 3.706 -3.947
Mg -0.231 0.295 0.260
P 6.146 -0.887 -1.109
C -3.754 2.837 -4.283
C -2.824 2.291 -3.313
C -1.639 1.627 -3.713
C -0.731 1.143 -2.749
C -1.059 1.300 -1.418
C -2.152 2.015 -0.978
C -3.079 2.461 -1.934
Br 2.048 -0.197 1.014
H -4.893 4.027 -2.914
H -3.566 2.575 -5.334
H -6.003 6.137 -3.730
H -5.544 2.722 -6.371
H -7.245 7.275 -5.561
H -6.981 3.931 -8.016
H -1.439 1.523 -4.782
H -3.997 2.953 -1.613
H 0.192 0.653 -3.059
H -2.344 2.229 0.077
P -0.601 -2.016 -1.040
C 5.566 0.853 -0.879
C 6.658 1.821 -1.345
H 5.328 0.997 0.184
H 4.642 0.986 -1.458
H 6.486 2.818 -0.926
H 7.653 1.484 -1.028
H 6.658 1.913 -2.437
C 5.269 -1.330 -2.670
C 5.990 -2.498 -3.343
H 5.257 -0.442 -3.318
H 4.231 -1.595 -2.423
H 5.728 -2.543 -4.405
H 7.079 -2.390 -3.264
H 5.709 -3.456 -2.888
C 5.058 -1.791 0.063
C 5.744 -2.066 1.399
H 4.734 -2.726 -0.419
H 4.170 -1.156 0.220
H 5.154 -2.799 1.961
H 6.757 -2.465 1.269
H 5.800 -1.153 2.002
C -0.487 -3.407 0.170
C -1.631 -4.419 0.198
H -0.382 -2.909 1.146
H 0.462 -3.930 -0.021
H -2.561 -3.982 0.575
H -1.830 -4.849 -0.790
H -1.361 -5.252 0.857
C 0.579 -2.561 -2.346
C 0.076 -2.536 -3.787
H 0.906 -3.579 -2.084
H 1.450 -1.897 -2.215
H -0.513 -3.432 -4.015
H -0.540 -1.657 -4.009
H 0.931 -2.534 -4.473
C -2.285 -2.198 -1.746
C -3.375 -1.725 -0.781
H -2.433 -3.254 -2.015
H -2.331 -1.609 -2.672
H -4.067 -1.064 -1.315
H -3.971 -2.560 -0.395
H -2.994 -1.169 0.088
C -1.453 -0.207 5.968
N -1.347 -0.664 4.574
C -0.921 0.190 3.598
S -1.833 0.315 2.146
N 0.165 0.938 3.868
C 1.244 0.448 4.738
H -0.799 0.653 6.156
H -1.176 -1.040 6.620
H -2.497 0.059 6.181
H -2.128 -1.253 4.276
H 0.460 1.570 3.123
H 2.136 0.278 4.123
H 1.474 1.218 5.482
H 0.934 -0.472 5.247

# 4
84
Properties=species:S:1:pos:R:3 method="wB97M-V/def2-TZVPD" e_lumo_ev="-14.46 / -13.69" charge=+4 de_lowest_ev=0.000 spin_multiplicity=4
N -6.203 4.435 -5.177
C -6.040 5.026 -3.977
C -5.222 4.476 -2.977
C -4.444 3.308 -3.253
C -4.673 2.691 -4.501
C -5.580 3.269 -5.402
C -3.529 2.757 -2.252
Re 0.410 0.067 0.114
P 4.583 -0.741 -0.316
C -2.591 1.747 -2.345
C -1.750 1.470 -1.224
C -0.346 1.119 -1.404
C 0.550 1.994 -0.574
C 0.089 2.011 0.800
C -1.338 2.009 1.061
C -2.234 1.756 0.051
Br 1.491 -1.153 2.203
H -3.600 3.322 -1.314
H -2.426 1.276 -3.323
H -5.180 4.994 -2.021
H -4.170 1.784 -4.793
H -6.563 5.982 -3.827
H -5.799 2.804 -6.373
H -0.016 0.799 -2.401
H -3.308 1.858 0.250
H 1.377 2.571 -0.955
H -1.644 2.302 2.052
P -0.632 -1.872 -0.226
C 3.638 0.651 0.378
C 4.457 1.946 0.330
H 3.389 0.361 1.417
H 2.674 0.759 -0.199
H 3.937 2.749 0.864
H 5.452 1.810 0.780
H 4.618 2.265 -0.712
C 3.623 -1.326 -1.751
C 4.489 -2.313 -2.526
H 3.363 -0.449 -2.357
H 2.695 -1.782 -1.356
H 4.068 -2.501 -3.518
H 5.508 -1.929 -2.662
H 4.570 -3.274 -2.004
C 4.447 -2.155 0.836
C 5.336 -1.900 2.056
H 4.813 -3.054 0.309
H 3.406 -2.318 1.133
H 5.184 -2.663 2.831
H 6.391 -1.935 1.758
H 5.146 -0.920 2.514
C -0.854 -3.114 1.133
C -1.570 -4.412 0.791
H -1.369 -2.599 1.948
H 0.162 -3.308 1.489
H -2.660 -4.295 0.744
H -1.255 -4.874 -0.148
H -1.339 -5.147 1.572
C 0.103 -3.008 -1.474
C 0.042 -2.502 -2.909
H -0.433 -3.962 -1.361
H 1.152 -3.211 -1.170
H -0.915 -2.743 -3.391
H 0.177 -1.415 -2.960
H 0.838 -2.970 -3.497
C -2.398 -1.687 -0.727
C -3.323 -1.473 0.476
H -2.614 -2.615 -1.266
H -2.493 -0.855 -1.442
H -4.237 -0.960 0.150
H -3.615 -2.422 0.942
H -2.878 -0.852 1.268
C -1.110 0.950 4.935
N -0.430 0.923 3.664
C 0.755 1.520 3.436
S 1.291 2.446 2.064
N 1.707 1.518 4.363
C 1.762 0.540 5.442
H -0.688 1.731 5.573
H -1.024 0.002 5.464
H -2.165 1.162 4.776
H -0.988 0.617 2.867
H 2.562 2.003 4.064
H 2.805 0.473 5.738
H 1.173 0.905 6.281
H 1.414 -0.452 5.150

# 5
89
Properties=species:S:1:pos:R:3 method="wB97M-V/def2-TZVPD" e_lumo_ev="-0.26 / -0.27" de_lowest_ev=1.457 spin_multiplicity=3
C 2.470 5.113 1.532
C 1.143 4.436 1.502
H 2.359 6.183 1.750
H 2.964 4.990 0.553
H 3.120 4.652 2.295
C -0.024 5.116 1.446
C -0.135 6.540 1.050
H -0.956 4.663 1.771
H 0.273 6.715 0.038
H 0.384 7.200 1.758
H -1.188 6.838 1.026
Ti -0.629 -1.608 -0.478
Cl 2.102 0.556 -1.502
C -3.183 -2.165 0.739
O -2.479 -1.756 -0.266
N -4.486 -2.022 0.685
C -5.009 -1.338 -0.486
C -5.282 -2.210 1.897
H -2.701 -2.631 1.600
H -4.675 -1.834 -1.408
H -4.673 -0.279 -0.515
H -6.094 -1.359 -0.464
H -4.800 -2.986 2.512
H -6.304 -2.530 1.659
H -5.347 -1.291 2.505
H -0.848 -5.260 -3.005
H 1.276 -5.902 -3.403
C -0.733 -4.179 -3.065
C 1.651 -4.890 -3.613
N 0.712 -3.904 -3.077
H -1.211 -3.721 -2.188
C 1.138 -2.676 -2.779
O 0.333 -1.791 -2.321
H 2.625 -4.741 -3.123
H 2.207 -2.465 -2.891
H -1.215 -3.785 -3.970
H 1.782 -4.787 -4.706
H 0.438 2.600 -1.258
H -2.527 3.981 -1.369
C -0.119 2.684 -2.210
C -2.569 3.266 -2.208
N -1.513 2.262 -2.101
H 0.421 2.100 -2.972
C -1.787 1.033 -1.648
O -0.874 0.298 -1.158
H -3.552 2.782 -2.217
H -2.825 0.654 -1.683
H -0.130 3.731 -2.522
H -2.430 3.835 -3.128
O 2.068 2.563 0.321
C 1.270 2.898 1.412
C -1.271 2.670 0.881
C -0.181 2.325 1.673
H -1.108 3.445 0.131
C -2.586 2.233 1.179
H 1.829 2.547 2.288
C -0.440 1.755 2.916
H -3.416 2.561 0.577
C -2.783 1.432 2.295
C -1.714 1.181 3.165
H 0.302 1.729 3.701
H -3.774 1.020 2.511
H -1.870 0.582 4.052
Si 3.700 1.337 -0.490
Cl -0.174 -1.146 1.536
C 4.681 2.360 -1.779
C 4.648 -0.397 -1.009
C 4.326 1.473 1.278
H 4.141 3.168 -2.288
H 5.011 1.673 -2.567
H 5.595 2.801 -1.337
H 4.309 2.570 1.489
H 5.326 1.029 1.298
H 3.625 0.974 1.989
H 4.048 -1.233 -0.623
H 5.647 -0.485 -0.577
H 4.725 -0.542 -2.104
O -0.038 -3.324 -0.210
N 0.270 -4.293 0.770
C 1.458 -4.197 1.389
C 1.790 -5.160 2.349
C 0.875 -6.191 2.636
C -0.294 -6.285 1.892
C -0.587 -5.327 0.940
H 2.123 -3.396 1.113
H 2.753 -5.125 2.848
H 1.083 -6.923 3.430
H -1.007 -7.096 2.046
H -1.461 -5.321 0.293

| no. | DFT total energy (Ha) |
| --- | --- |
| 1 | -2050.628103 |
| 2 | -4020.407861 |
| 3 | -5114.437834 |
| 4 | -4991.473160 |
| 5 | -3750.222991 |